--- i ---
{"formula": "C4H9N3", "method": "ωB97M-V with the def2-TZVPD basis set", "lumo_ev": 0.84, "smiles": "CC1=NCCNN1", "homo_lumo_gap_ev": 9.961, "homo_ev": -9.118, "charge": 0, "species": ["C", "C", "N", "C", "C", "N", "N", "H", "H", "H", "H", "H", "H", "H", "H", "H"], "xyz": [[2.3200, 0.0377, 0.1285], [0.9032, 0.1972, -0.1345], [0.2846, 1.3611, 0.0422], [-1.1458, 1.1260, -0.3384], [-1.6674, -0.1013, 0.4355], [-0.9882, -1.2168, -0.0661], [0.3666, -1.0674, -0.3492], [2.9541, 0.9791, -0.3915], [2.6831, -0.8513, -0.5742], [2.4314, -0.0660, 1.4500], [-1.9268, 2.0448, -0.1167], [-1.4120, 0.8133, -1.4344], [-1.4246, -0.1046, 1.5255], [-2.7146, -0.2148, 0.4448], [-1.4582, -1.3257, -0.9414], [0.7946, -1.6114, 0.3198]]}


--- ii ---
{"formula": "C4H9N3", "method": "ωB97M-V with the def2-TZVPD basis set", "lumo_ev": 0.96, "smiles": "C=C(N)NC(=C)N", "homo_lumo_gap_ev": 8.777, "homo_ev": -7.822, "charge": 0, "species": ["C", "C", "N", "N", "C", "C", "N", "H", "H", "H", "H", "H", "H", "H", "H", "H"], "xyz": [[0.1938, -0.4123, -1.7968], [-0.0604, 0.6558, -1.0385], [-0.0511, 1.9591, -1.5362], [-0.2860, 0.6137, 0.3428], [-0.0020, -0.5007, 1.1362], [-0.8636, -0.9670, 2.0385], [1.2528, -1.0604, 0.9159], [0.4201, -0.3018, -2.8422], [0.2288, -1.4010, -1.3803], [-0.6197, 2.6130, -1.0231], [-0.1826, 2.0187, -2.5346], [-1.1181, 1.1044, 0.6425], [-0.5943, -1.7601, 2.7124], [-1.8504, -0.5566, 2.1416], [1.6097, -1.5869, 1.6961], [1.9228, -0.4179, 0.5257]]}


The most stable arrangement is ii, and the next structure is 282.2 kJ/mol less stable.


--- i ---
{"formula": "C4H9N3", "method": "ωB97M-V with the def2-TZVPD basis set", "lumo_ev": 0.98, "smiles": "[H]/N=C\\[C@@H](C)/C(N)=N\\[H]", "homo_lumo_gap_ev": 10.537, "homo_ev": -9.559, "charge": 0, "species": ["H", "N", "C", "C", "C", "C", "N", "N", "H", "H", "H", "H", "H", "H", "H", "H"], "xyz": [[1.2307, 2.4767, 0.8981], [1.1653, 1.8279, 1.6858], [0.7568, 0.6823, 1.3903], [0.4078, 0.0754, -0.1460], [0.9514, -1.3451, -0.2307], [-1.0525, 0.1706, -0.2150], [-1.2491, -0.1982, -1.7541], [-2.0363, 0.2399, 0.5397], [-1.8542, 0.3600, 1.5302], [0.6573, -0.0373, 2.2063], [0.8876, 0.7693, -0.8391], [1.9961, -1.3631, 0.0767], [0.3891, -2.0133, 0.4188], [0.8713, -1.7042, -1.2541], [-0.9093, 0.5173, -2.3823], [-2.2120, -0.4581, -1.9244]]}


--- ii ---
{"formula": "C4H9N3", "method": "ωB97M-V with the def2-TZVPD basis set", "lumo_ev": 0.65, "homo_lumo_gap_ev": 9.218, "homo_ev": -8.563, "charge": 0, "species": ["C", "C", "C", "C", "H", "H", "H", "H", "H", "H", "H", "H", "H", "N", "N", "N"], "xyz": [[-1.5000, 1.2365, 0.0108], [-1.6621, -1.2274, -0.3393], [0.4462, 0.0280, 0.1477], [2.5371, -0.5315, 0.2346], [-1.4021, 1.9493, -1.2972], [-0.7003, 1.8350, 0.8041], [-2.8284, 1.2679, 0.4396], [-1.0836, -2.1270, -0.4787], [-2.4689, -1.5016, 0.4902], [-2.5077, -1.1412, -1.1428], [0.8920, 0.8921, 0.8776], [3.0059, -1.0702, 1.3141], [4.0617, 0.8479, -0.2871], [-1.0326, -0.0631, -0.0056], [1.2984, -0.9126, -0.1123], [2.9443, 0.5180, -0.6557]]}


--- iii ---
{"formula": "C4H9N3", "method": "ωB97M-V with the def2-TZVPD basis set", "lumo_ev": [-1.70, -0.44], "homo_lumo_gap_ev": [7.136, 9.020], "homo_ev": [-8.841, -9.461], "charge": 0, "species": ["C", "C", "C", "C", "N", "N", "N", "H", "H", "H", "H", "H", "H", "H", "H", "H"], "xyz": [[0.8949, 1.3936, 1.2070], [-0.1515, 0.7651, -1.3877], [1.7050, -1.4825, 1.2279], [-0.7155, 0.1672, -0.1013], [1.5670, 2.2978, 1.4838], [-2.0242, 0.7197, 0.1579], [0.1148, 0.3897, 1.0592], [-0.7745, 0.4790, -2.2316], [0.8672, 0.4182, -1.5531], [-0.1372, 1.8524, -1.3101], [1.7659, -1.6638, 0.1752], [2.4785, -0.9184, 1.7067], [1.0355, -2.0621, 1.8277], [-0.8383, -0.9192, -0.2013], [-2.4395, 0.3223, 0.9928], [-1.9811, 1.7265, 0.2769]]}


The most stable arrangement is i, and the next structure is 210.4 kJ/mol less stable.


--- i ---
{"formula": "C4H9N3", "method": "ωB97M-V with the def2-TZVPD basis set", "lumo_ev": 0.78, "smiles": "N=C=NN.C=CC", "homo_lumo_gap_ev": 9.522, "homo_ev": -8.740, "charge": 0, "species": ["N", "C", "N", "N", "H", "H", "H", "C", "C", "C", "H", "H", "H", "H", "H", "H"], "xyz": [[-0.2149, 2.0239, 1.0658], [-1.1037, 1.3373, 0.6077], [-1.9943, 0.8885, -0.0695], [-3.2016, 0.2741, 0.1867], [0.7210, 1.6897, 1.2165], [-3.1517, -0.3884, 0.9591], [-3.4907, -0.1988, -0.6649], [1.6509, -0.9856, 0.9357], [1.0096, -0.9949, -0.2179], [1.3769, -0.1670, -1.4023], [1.3479, -1.5996, 1.7670], [2.5195, -0.3664, 1.0955], [0.1461, -1.6343, -0.3526], [1.5610, -0.8069, -2.2648], [0.5560, 0.5039, -1.6558], [2.2681, 0.4244, -1.2063]]}


--- ii ---
{"formula": "C4H9N3", "method": "ωB97M-V with the def2-TZVPD basis set", "lumo_ev": -0.38, "homo_lumo_gap_ev": 7.140, "homo_ev": -7.516, "charge": 0, "species": ["C", "C", "N", "C", "C", "N", "N", "H", "H", "H", "H", "H", "H", "H", "H", "H"], "xyz": [[-0.8248, 0.5858, -0.9563], [0.2706, 1.1414, -1.7984], [-0.1268, 1.2197, 1.2298], [0.4148, 0.0510, 1.4827], [-0.1907, -2.0455, 0.2942], [0.0441, -0.8138, 0.1999], [1.1372, -0.3584, 2.4574], [-0.2442, 1.8264, 2.0347], [1.3848, -1.3419, 2.4205], [-1.5184, 1.2963, -0.5353], [-1.3808, -0.2283, -1.4073], [-0.1039, -2.5617, 1.2551], [-0.4660, -2.6295, -0.5800], [-0.1906, 1.6385, -2.6621], [0.8728, 1.8642, -1.2555], [0.9218, 0.3558, -2.1794]]}


--- iii ---
{"formula": "C4H9N3", "method": "ωB97M-V with the def2-TZVPD basis set", "lumo_ev": [0.72, 0.72], "homo_lumo_gap_ev": [7.223, 7.226], "homo_ev": [-6.508, -6.511], "charge": 0, "species": ["C", "C", "N", "C", "C", "N", "N", "H", "H", "H", "H", "H", "H", "H", "H", "H"], "xyz": [[-0.2182, 0.3263, 0.6867], [2.0577, 1.4426, -0.6272], [0.6094, 1.4340, -0.5687], [-0.5198, -0.2402, -0.5397], [-1.8724, -2.1960, 1.2329], [-1.2839, -1.2066, 1.7147], [-0.9340, -0.9733, -1.3925], [0.1687, 2.3454, -0.6530], [-0.7725, -0.8103, -2.3791], [0.6315, -0.0185, 1.2551], [-0.9144, 0.9986, 1.1608], [2.4348, 1.7586, -1.6068], [2.5177, 2.0836, 0.1375], [2.4251, 0.4242, -0.4594], [-1.9500, -2.4398, 0.1506], [-2.3796, -2.9286, 1.8881]]}


The most stable arrangement is i, and the next structure is 176.5 kJ/mol less stable.


--- i ---
{"formula": "C4H9N3", "method": "ωB97M-V with the def2-TZVPD basis set", "lumo_ev": 1.01, "smiles": "[H]/N=C\\N(N)C(=C)C", "homo_lumo_gap_ev": 9.266, "homo_ev": -8.260, "charge": 0, "species": ["H", "N", "C", "N", "N", "C", "C", "C", "H", "H", "H", "H", "H", "H", "H", "H"], "xyz": [[0.0662, -2.2177, -1.5985], [0.9165, -1.6763, -1.8053], [0.7823, -0.5232, -1.2833], [-0.5900, -0.0871, -0.5988], [-1.4392, -1.1480, -0.3236], [0.0660, 0.4427, 0.5075], [0.6435, -0.2510, 1.5350], [0.0772, 1.9508, 0.5198], [1.4664, 0.3007, -1.5225], [-1.6702, -1.9752, -0.8810], [-2.3438, -0.7971, -0.0138], [0.6945, -1.3338, 1.5460], [1.1436, 0.2684, 2.3427], [0.9456, 2.3393, -0.0194], [0.0659, 2.3465, 1.5393], [-0.8243, 2.3610, 0.0559]]}


--- ii ---
{"formula": "C4H9N3", "method": "ωB97M-V with the def2-TZVPD basis set", "lumo_ev": 0.70, "homo_lumo_gap_ev": 8.771, "homo_ev": -8.074, "charge": 0, "species": ["C", "C", "C", "C", "N", "N", "N", "H", "H", "H", "H", "H", "H", "H", "H", "H"], "xyz": [[2.2328, -0.3874, -0.0134], [0.5197, 1.2654, 0.8299], [-0.1625, -1.4603, 0.3578], [0.9421, 0.2122, -0.1294], [3.2613, -0.8973, 0.0406], [-1.4316, -1.3421, -0.2360], [0.4841, 0.4947, -1.4338], [1.0950, 2.1089, 0.5259], [-0.6276, 1.3748, 0.7837], [0.7270, 0.6945, 1.7963], [0.5767, -2.2164, -0.1738], [-0.1669, -1.4510, 1.4541], [-2.1561, -1.5190, 0.4158], [-1.3963, -2.1089, -0.8302], [-0.5569, 0.7247, -1.2817], [0.5883, -0.3063, -2.0794]]}


The most stable arrangement is ii, and the next structure is 96.0 kJ/mol less stable.


--- i ---
{"formula": "C4H9N3", "method": "ωB97M-V with the def2-TZVPD basis set", "lumo_ev": 0.94, "smiles": "NC/C=N/N1CC1", "homo_lumo_gap_ev": 9.598, "homo_ev": -8.661, "charge": 0, "species": ["N", "C", "C", "N", "N", "C", "C", "H", "H", "H", "H", "H", "H", "H", "H", "H"], "xyz": [[-2.2451, -0.8905, -2.0657], [-1.9118, -0.5202, -0.6107], [-0.6714, 0.2226, -0.5104], [0.2604, -0.0632, 0.2726], [1.3538, 0.7739, 0.2919], [2.5618, 0.1674, 0.6999], [1.7777, 0.9574, 1.6777], [-1.7814, -1.8945, -2.1770], [-3.3224, -0.8997, -2.0106], [-2.7522, 0.1238, -0.2048], [-1.9732, -1.3643, -0.0082], [-0.6746, 1.2412, -1.0201], [3.5115, 0.6870, 0.3179], [2.6270, -0.9024, 0.7934], [1.2168, 0.3580, 2.4803], [2.0230, 2.0034, 2.0738]]}


--- ii ---
{"formula": "C4H9N3", "method": "ωB97M-V with the def2-TZVPD basis set", "lumo_ev": 0.95, "smiles": "CN1C=NNCC1", "homo_lumo_gap_ev": 8.699, "homo_ev": -7.750, "charge": 0, "species": ["C", "N", "C", "N", "N", "C", "C", "H", "H", "H", "H", "H", "H", "H", "H", "H"], "xyz": [[2.3372, 0.0191, 0.0703], [0.9071, -0.0141, -0.0285], [0.2025, -1.2317, -0.1115], [-1.0639, -1.3215, -0.0535], [-1.6606, -0.1663, 0.4149], [-1.2534, 1.0568, -0.2993], [0.1572, 1.2342, 0.0957], [2.7160, 0.0479, 1.1175], [2.8175, 0.8877, -0.4549], [2.8018, -0.8291, -0.4332], [0.8460, -2.0756, -0.4665], [-2.6972, -0.3458, 0.1973], [-1.3623, 0.8361, -1.3522], [-1.8402, 1.9047, -0.0283], [0.2142, 1.5871, 1.1676], [0.5645, 2.0299, -0.6082]]}


--- iii ---
{"formula": "C4H9N3", "method": "ωB97M-V with the def2-TZVPD basis set", "lumo_ev": 0.49, "smiles": "[H]/N=C(\\C#N)CC.N", "homo_lumo_gap_ev": 10.441, "homo_ev": -9.950, "charge": 0, "species": ["H", "N", "C", "C", "N", "C", "C", "H", "H", "H", "H", "H", "N", "H", "H", "H"], "xyz": [[-0.3280, -0.6323, -3.1753], [-0.0966, 0.0465, -2.4652], [-0.2424, 0.0519, -1.2139], [-1.0327, -0.9430, -0.5809], [-1.6282, -1.7608, -0.0130], [0.3390, 1.1848, -0.4728], [-0.5577, 1.7833, 0.5331], [1.2645, 0.7192, -0.0419], [0.7636, 1.8847, -1.2229], [-0.3709, 1.3107, 1.5142], [-1.6044, 1.8053, 0.2718], [-0.3750, 2.9140, 0.5984], [0.8601, -1.8415, 1.4623], [1.5397, -1.6079, 2.1489], [1.2300, -2.4691, 0.6954], [0.2391, -2.4457, 1.9621]]}


--- iv ---
{"formula": "C4H9N3", "method": "ωB97M-V with the def2-TZVPD basis set", "lumo_ev": 0.88, "smiles": "[H]/N=C(\\N)[C@@H]1CCN1", "homo_lumo_gap_ev": 9.893, "homo_ev": -9.017, "charge": 0, "species": ["H", "N", "C", "N", "C", "C", "C", "N", "H", "H", "H", "H", "H", "H", "H", "H"], "xyz": [[1.4318, 2.1012, -0.3680], [0.6590, 1.4218, 0.1281], [0.9965, 0.1834, 0.3355], [2.2700, -0.3760, 0.1266], [-0.2510, -0.5977, 0.9386], [-0.7917, -0.8561, -0.6343], [-1.6375, 0.4090, -0.5119], [-1.4702, 0.2308, 1.1331], [2.2654, -1.4477, 0.0881], [2.7893, 0.2068, -0.4437], [-0.2122, -1.4994, 1.6663], [-0.0565, -0.6520, -1.4397], [-1.2665, -1.8329, -0.6229], [-0.9405, 1.2856, -1.0474], [-2.6484, 0.2557, -0.8496], [-1.1375, 1.1674, 1.5014]]}


The most stable arrangement is iii, and the next structure is 11.5 kJ/mol less stable.


--- i ---
{"formula": "C5H6", "method": "ωB97M-V with the def2-TZVPD basis set", "lumo_ev": 1.16, "smiles": "CC=C1C=C1", "homo_lumo_gap_ev": 9.174, "homo_ev": -8.016, "charge": 0, "species": ["C", "C", "C", "C", "C", "H", "H", "H", "H", "H", "H"], "xyz": [[0.0679, 0.9530, -1.0745], [-0.4972, -0.3793, -0.4969], [-0.1738, -0.7597, 0.7040], [-0.1451, -1.5782, 1.8779], [0.6016, -0.5425, 1.9129], [0.7781, 1.4766, -0.2743], [-0.7853, 1.7350, -1.1930], [0.4756, 0.9499, -2.1414], [-1.3194, -0.7461, -1.0210], [-0.3820, -2.5371, 2.3382], [1.2394, 0.1076, 2.4679]]}


--- ii ---
{"formula": "C5H6", "method": "ωB97M-V with the def2-TZVPD basis set", "lumo_ev": 1.19, "smiles": "C#CC1CC1", "homo_lumo_gap_ev": 9.898, "homo_ev": -8.710, "charge": 0, "species": ["C", "C", "C", "C", "C", "H", "H", "H", "H", "H", "H"], "xyz": [[2.4925, -0.4098, -0.2133], [1.3329, -0.1567, -0.4320], [-0.0451, 0.1773, -0.6721], [-1.1114, -0.6746, -0.0620], [-0.9730, 0.6522, 0.5560], [3.5217, -0.5983, 0.0024], [-0.2628, 1.2071, -0.9313], [-2.0148, -0.9394, -0.5962], [-0.7080, -1.4580, 0.5731], [-1.7586, 1.3676, 0.2852], [-0.4733, 0.8325, 1.4900]]}


--- iii ---
{"formula": "C5H6", "method": "ωB97M-V with the def2-TZVPD basis set", "lumo_ev": 1.12, "smiles": "C#CCC=C", "homo_lumo_gap_ev": 10.836, "homo_ev": -9.718, "charge": 0, "species": ["C", "C", "C", "C", "C", "H", "H", "H", "H", "H", "H"], "xyz": [[0.6745, -1.9493, 1.4370], [0.1310, -0.9909, 0.8570], [-0.5619, 0.2011, 0.4150], [0.2730, 0.9432, -0.6803], [-0.3460, 1.4045, -1.7703], [1.2480, -2.7338, 2.0074], [-1.5414, 0.0133, -0.0104], [-0.7995, 0.8377, 1.3118], [1.3293, 0.9950, -0.4263], [0.1798, 1.8938, -2.5854], [-1.4395, 1.3420, -1.8478]]}


--- iv ---
{"formula": "C5H6", "method": "ωB97M-V with the def2-TZVPD basis set", "lumo_ev": 1.15, "smiles": "C#CC1CC1", "homo_lumo_gap_ev": 9.916, "homo_ev": -8.764, "charge": 0, "species": ["C", "C", "C", "C", "C", "H", "H", "H", "H", "H", "H"], "xyz": [[2.4011, -0.1600, -0.1691], [1.3093, 0.3572, -0.0926], [-0.0576, 0.7484, -0.2223], [-0.7428, -0.6684, -0.1959], [-1.1774, 0.4142, 0.7178], [3.0599, -0.9439, -0.4371], [-0.2371, 1.5537, -0.9693], [-1.2325, -0.9351, -1.1114], [-0.2286, -1.5241, 0.3018], [-2.1122, 0.8516, 0.4024], [-0.9821, 0.3063, 1.7758]]}


The most stable arrangement is iii, and the next structure is 70.1 kJ/mol less stable.